Entry 1:
Molecular formula: C15H11N4O7S2Ti
Method: DFT, ωB97M-V/def2-TZVPD

Results
- multiplicity = 2
- gap between HOMO and LUMO (alpha / beta) (eV) = 6.158 / 6.713
- net charge = -2
- <S²> = 0.758

Positions of all 40 atoms, in Å:
Ti: -1.24 0.29 -0.37
N: 1.85 -3.40 -0.60
C: 1.27 -2.39 0.17
S: 2.36 -1.16 0.78
N: 0.02 -2.49 0.38
N: -0.57 -1.39 0.99
C: -0.87 -1.53 2.22
C: -1.44 -0.50 3.06
C: -1.85 -0.83 4.36
C: -2.32 0.12 5.24
C: -2.37 1.45 4.82
C: -1.96 1.81 3.55
C: -1.49 0.85 2.62
O: -1.10 1.21 1.45
H: 2.71 -3.08 -1.02
H: 1.19 -3.74 -1.29
H: -0.64 -2.49 2.69
H: -1.78 -1.87 4.66
H: -2.64 -0.16 6.24
H: -2.74 2.22 5.49
H: -2.01 2.84 3.22
S: 2.62 0.07 -1.60
C: 1.96 1.60 -1.12
C: 2.78 2.73 -1.35
C: 2.35 3.99 -1.00
C: 1.10 4.12 -0.40
C: 0.36 2.98 -0.19
N: 0.74 1.74 -0.55
H: 3.75 2.57 -1.79
H: 2.97 4.86 -1.19
H: 0.71 5.08 -0.09
H: -0.61 3.04 0.28
O: -4.05 2.92 -1.49
C: -3.40 2.00 -1.05
O: -2.11 1.85 -1.19
C: -4.05 0.84 -0.20
O: -5.25 0.82 0.01
O: -3.17 0.00 0.22
O: -0.36 -0.45 -1.79
O: -1.65 -1.01 -1.59

Atomic partial charges in e from the Mulliken method, atoms 1 to 2: 0.1593 -0.6004

Entry 2:
Molecular formula: C18H54O12
Method: DFT, ωB97M-V/def2-TZVPD

Results
- SMILES string = CC(C)=O.CC(C)=O.CC(C)=O.CO.CO.CO.CO.CO.CO.CO.CO.CO
- gap between HOMO and LUMO (eV) = 9.834
- net charge = 0

Positions of all 84 atoms, in Å:
C: 5.64 0.32 0.67
C: 4.21 0.57 0.41
C: 3.40 -0.38 -0.39
O: 3.63 1.53 1.00
H: 6.07 1.09 1.38
H: 6.09 0.60 -0.28
H: 5.82 -0.73 0.95
H: 2.72 -1.03 0.26
H: 3.96 -1.16 -0.91
H: 2.82 0.08 -1.19
C: -3.96 -4.43 -1.04
C: -3.03 -3.49 -0.32
C: -3.64 -2.69 0.74
O: -1.86 -3.40 -0.63
H: -3.30 -5.20 -1.37
H: -4.26 -3.94 -1.98
H: -4.87 -4.78 -0.52
H: -3.22 -1.71 0.81
H: -3.46 -3.11 1.77
H: -4.71 -2.69 0.53
C: -1.10 -0.04 0.22
C: -1.26 0.27 1.78
C: -0.96 1.67 2.28
O: -1.66 -0.62 2.50
H: -1.43 0.86 -0.35
H: -1.82 -0.81 -0.02
H: -0.12 -0.40 -0.02
H: -1.40 1.72 3.26
H: -1.26 2.48 1.53
H: 0.11 1.72 2.34
C: -1.69 5.39 0.90
O: -1.06 4.84 -0.20
H: -2.70 5.13 0.75
H: -1.33 5.00 1.88
H: -1.63 6.48 0.97
H: -0.31 4.22 -0.05
C: -1.31 3.90 -3.46
O: -2.35 4.16 -2.57
H: -0.58 4.70 -3.79
H: -0.75 3.03 -3.10
H: -1.74 3.53 -4.39
H: -1.93 4.33 -1.71
C: 2.58 -5.05 -1.75
O: 2.66 -3.65 -1.68
H: 1.93 -5.40 -2.58
H: 3.57 -5.43 -1.89
H: 2.24 -5.43 -0.86
H: 1.85 -3.32 -1.29
C: 5.48 3.29 3.70
O: 5.22 3.49 2.28
H: 4.59 3.07 4.30
H: 6.31 2.52 3.91
H: 5.98 4.23 4.01
H: 4.69 2.73 1.98
C: 1.47 -1.43 3.47
O: 2.16 -0.31 2.82
H: 1.21 -1.06 4.42
H: 0.56 -1.66 2.89
H: 2.08 -2.29 3.54
H: 2.93 -0.04 3.35
C: 0.32 -4.80 1.54
O: 0.43 -3.61 0.78
H: 0.92 -5.65 1.22
H: 0.57 -4.63 2.60
H: -0.72 -5.20 1.44
H: -0.36 -3.44 0.28
C: 1.88 2.92 -1.37
O: 1.03 2.66 -0.26
H: 2.13 2.01 -2.00
H: 1.43 3.63 -2.02
H: 2.90 3.25 -1.08
H: 1.59 2.48 0.45
C: -3.57 -1.86 -3.89
O: -3.65 -1.36 -2.61
H: -3.75 -2.94 -3.92
H: -4.31 -1.50 -4.63
H: -2.54 -1.71 -4.24
H: -3.72 -0.39 -2.69
C: -4.90 1.41 -1.23
O: -3.82 1.20 -2.10
H: -5.12 0.43 -0.79
H: -4.72 2.15 -0.40
H: -5.77 1.63 -1.86
H: -3.52 2.03 -2.46

Atomic partial charges in e from the Mulliken method, atoms 1 to 2: -1.2099 0.8089

Entry 3:
Molecular formula: C26H24IO4
Method: DFT, ωB97M-V/def2-TZVPD

Results
- gap between HOMO and LUMO (eV) = 3.963
- net charge = +1

Positions of all 55 atoms, in Å:
C: 5.87 1.14 -0.32
C: 4.49 0.96 0.24
C: 4.13 -0.21 0.91
C: 2.78 -0.43 1.22
C: 1.85 0.57 0.94
C: 0.36 0.31 1.24
C: -0.60 1.52 0.83
C: -1.20 2.18 1.91
C: -1.95 3.34 1.73
C: -2.03 3.92 0.46
C: -1.37 3.31 -0.62
C: -0.67 2.10 -0.43
C: 2.27 1.81 0.47
C: 3.58 1.97 0.06
H: 5.82 1.83 -1.17
H: 6.55 1.57 0.43
H: 6.26 0.18 -0.66
H: 4.88 -0.97 1.12
H: 2.47 -1.39 1.63
H: 0.35 0.38 2.36
H: -1.11 1.74 2.91
H: -2.48 3.76 2.59
H: -2.66 4.81 0.30
H: -1.40 3.76 -1.62
H: -0.15 1.64 -1.27
H: 1.59 2.66 0.39
H: 3.88 2.90 -0.44
C: -2.89 -0.49 2.31
C: -2.19 -1.83 2.32
C: -3.08 -2.82 3.04
O: -2.00 -2.37 0.99
C: -1.05 -1.69 0.22
O: -1.01 -1.98 -0.96
C: -0.07 -0.98 1.05
I: 2.01 -0.76 -2.31
C: 0.19 -1.18 -3.29
C: 0.07 -2.41 -3.96
C: -1.00 -2.58 -4.84
C: -2.00 -1.59 -4.95
C: -1.96 -0.47 -4.11
C: -0.89 -0.29 -3.23
C: 0.15 -2.00 2.17
O: 0.99 -2.86 2.32
O: -0.92 -1.82 3.03
H: -2.47 0.23 1.60
H: -3.93 -0.67 2.00
H: -2.87 -0.05 3.31
H: -2.56 -3.78 3.03
H: -3.23 -2.47 4.07
H: -4.04 -2.90 2.50
H: 0.81 -3.18 -3.79
H: -1.05 -3.49 -5.44
H: -2.81 -1.71 -5.67
H: -2.76 0.27 -4.12
H: -0.91 0.49 -2.49

Atomic partial charges in e from the Mulliken method, atoms 1 to 2: -1.5627 1.0812

Entry 4:
Molecular formula: C6H29NO9
Method: DFT, ωB97M-V/def2-TZVPD

Results
- SMILES string = COC[C@H](C)N.OCCO.O.O.O.O.O.O
- gap between HOMO and LUMO (eV) = 10.398
- net charge = 0

Positions of all 45 atoms, in Å:
C: -0.55 -1.64 3.10
O: 0.77 -1.37 3.53
C: 1.78 -1.59 2.62
C: 1.80 -0.51 1.51
C: 2.99 -0.36 0.54
N: 1.79 0.73 2.27
H: -0.59 -2.65 2.71
H: -0.88 -0.93 2.35
H: -1.10 -1.63 4.04
H: 2.70 -1.47 3.19
H: 1.87 -2.57 2.15
H: 0.85 -0.51 0.97
H: 3.89 -0.60 1.11
H: 3.19 0.64 0.17
H: 2.86 -1.06 -0.29
H: 2.60 0.74 2.87
H: 1.11 0.60 3.01
O: -1.96 -0.98 -0.88
C: -2.93 0.09 -0.83
C: -3.03 0.82 0.54
O: -3.50 -0.02 1.62
H: -2.41 -1.82 -0.85
H: -2.78 0.71 -1.71
H: -3.92 -0.28 -1.08
H: -3.59 1.75 0.48
H: -2.02 1.09 0.84
H: -3.37 0.51 2.40
O: -2.59 -1.35 -3.76
H: -3.48 -1.70 -3.81
H: -2.41 -1.31 -2.82
O: 0.27 3.56 -2.03
H: 0.33 3.09 -1.20
H: 0.75 3.01 -2.66
O: 0.50 2.05 0.40
H: -0.01 2.70 0.88
H: 0.97 1.57 1.09
O: 1.30 -1.79 -2.88
H: 0.74 -1.07 -2.59
H: 2.10 -1.37 -3.20
O: 1.87 1.39 -3.63
H: 1.29 0.94 -3.02
H: 2.75 1.26 -3.27
O: 0.24 0.42 -1.60
H: 0.32 1.05 -0.89
H: -0.51 -0.12 -1.36

Atomic partial charges in e from the Mulliken method, atoms 1 to 2: -0.3725 -0.3920